36
Properties=species:S:1:pos:R:3:forces:R:3 method="wB97M-V/def2-TZVPD" e_lumo_ev=0.28 total_energy_ha=-802.665094 smiles=CCCc1c[nH]cn1.O.O.O.O.O.O
H -1.1769 0.7032 -2.4958 0.076 1.720 -1.042
H -0.7724 -0.7450 1.4820 -0.234 -0.243 -0.113
H 2.9693 1.0280 -0.2591 -0.469 -0.215 0.895
H -2.7758 -1.0905 -1.9012 2.908 2.046 0.511
H -2.4985 2.8545 -2.0355 0.378 0.507 -0.113
H 3.3702 -0.0349 -2.2372 -1.908 -2.629 0.986
C 2.1483 0.4039 0.1636 2.468 -4.745 -2.581
H -2.7287 -2.1298 0.1863 -2.402 -3.153 -0.331
O -1.0557 -1.6635 1.3217 -0.359 1.130 -0.251
C 1.1200 0.9619 0.9168 -0.188 1.998 6.234
H -0.4015 2.1181 -0.0720 -1.486 1.194 -1.951
C 1.5248 -0.3260 -1.0247 -1.887 0.351 -1.570
O -3.4127 -2.9213 -0.0672 1.919 2.978 1.076
H 2.5408 -2.8034 2.4662 3.768 -2.963 -0.118
O -1.8868 -0.5596 -1.6398 -4.235 -1.403 -1.985
H -0.0818 1.7023 -2.7608 2.469 0.675 0.264
O -0.9725 1.5923 -2.9629 -2.694 -2.015 0.591
H -4.0272 -2.9269 0.6924 0.479 0.038 -0.513
H 2.5299 -0.6069 0.7310 -0.107 3.091 -0.924
O 1.8880 -2.2003 2.4903 -2.971 5.948 -0.031
H -0.2717 -2.1339 1.5910 0.680 -0.709 0.242
N 1.3529 0.6962 2.3597 -2.633 1.802 -0.319
C 0.3372 1.3462 3.0331 2.252 -2.102 -5.119
H 0.8618 -1.1659 -0.6185 0.395 1.393 -0.616
O -2.9254 3.5485 -1.4969 -0.420 -1.271 0.185
H 0.1164 1.1784 4.0438 -0.374 0.278 1.119
H 2.3276 -1.4616 -2.8853 0.191 0.394 2.135
C 0.0786 1.8364 0.7784 1.115 -2.774 3.580
H -1.4717 2.2756 2.2989 3.087 -0.663 -0.679
H 0.8875 0.4837 -1.6258 1.167 -2.099 1.038
H -3.6058 3.0007 -1.0603 0.229 0.682 -0.102
N -0.4490 1.9261 2.0850 -3.483 2.021 0.704
H 2.2619 -1.2138 2.4837 -1.166 -2.912 0.281
H 3.2172 -1.5717 -1.1707 -0.137 -0.336 -0.731
C 2.5993 -0.9843 -1.8661 2.212 2.902 -2.393
H -1.6175 -1.1165 -0.9445 1.361 -0.915 1.643



13
Properties=species:S:1:pos:R:3:forces:R:3 method="wB97M-V/def2-TZVPD" e_lumo_ev=1.02 total_energy_ha=-195.236461
H -0.5663 1.2112 2.9134 -0.031 0.568 -0.007
C -1.0886 0.7887 2.0728 0.116 -1.541 -2.199
H -0.4955 -1.5001 -1.8581 0.947 0.725 0.405
H -2.0665 0.2782 2.3333 1.260 0.609 -0.629
H 2.1281 -1.1141 -0.7486 -1.543 1.635 -1.594
C -0.8656 -0.2604 -0.2522 1.804 0.807 0.326
H -1.8460 -0.6660 -0.2127 -0.814 -0.118 0.125
H 0.5463 1.2117 0.8044 -1.218 -0.919 -0.240
C 1.3958 -0.3521 -1.3224 2.963 1.091 -0.915
H 1.6651 -0.2417 -2.4777 -0.230 -0.664 2.476
C -0.4382 0.6566 0.8500 -0.613 0.308 2.308
H 1.6506 0.7230 -0.9110 -0.683 -2.222 -0.589
C -0.0192 -0.7349 -1.1913 -1.959 -0.279 0.533



11
Properties=species:S:1:pos:R:3:forces:R:3 method="wB97M-V/def2-TZVPD" e_lumo_ev="-0.66 / -0.67" total_energy_ha=-1436.674877
S 1.1989 -2.9514 -0.1607 -0.106 0.276 0.374
S 1.6960 2.7412 -0.0664 0.405 0.430 0.573
H -0.8060 1.7141 0.2486 1.375 -2.153 -1.508
H -2.1975 -1.3930 -0.0855 0.291 -0.205 -0.280
N -1.8100 -0.4659 -0.0612 -0.736 0.537 0.299
H -1.8345 0.0069 0.8229 -0.582 -0.343 0.717
C 1.1672 1.2044 0.0267 -1.281 0.487 -1.380
S 2.2446 -0.1385 0.0085 0.747 -0.324 0.298
N -0.1598 0.9204 -0.1703 -0.717 2.783 1.600
N -0.6342 -0.2481 -0.6537 1.189 -0.745 0.155
C 1.1353 -1.3900 0.0911 -0.585 -0.744 -0.849



111
Properties=species:S:1:pos:R:3:forces:R:3 method="wB97M-V/def2-TZVPD" e_lumo_ev=2.90 charge=-2 total_energy_ha=-5365.027568
C 6.8753 4.9915 0.9865 0.370 0.045 -0.858
H -5.7355 -5.5051 -1.5528 0.283 0.135 -0.637
N 3.5727 -5.5725 4.6474 -2.328 1.264 -0.516
H 2.5870 -2.9672 -4.4109 0.044 0.602 -0.131
H -2.9099 1.6040 -6.5115 0.223 -0.661 -0.303
H -1.5085 1.7345 -7.5247 0.025 -0.151 0.005
C -5.6662 -4.4540 -1.2999 -1.065 -0.521 0.349
H 1.4899 -2.7157 5.7874 -0.793 -0.012 0.349
H -2.9628 1.0167 -8.1725 0.272 -0.234 0.517
C -5.1503 2.2728 -2.7911 -0.443 -1.602 -0.119
As 3.6113 3.2298 3.0572 0.399 0.946 -1.842
C 2.0713 -5.5744 5.0304 0.563 -0.354 0.538
C -0.7014 -0.9681 -8.4306 1.075 0.498 -1.161
H -5.5856 -0.8968 -0.0544 0.027 0.429 0.197
H 3.7173 -4.6042 4.3310 0.630 -0.755 0.285
H -0.3283 -1.6067 0.6989 -0.453 -0.003 -0.849
H -0.3610 -2.8767 -2.9200 -0.318 0.634 -0.293
C 7.8864 4.0378 1.2545 -1.141 1.193 -0.205
S 6.2096 1.2893 3.5064 -0.879 -0.239 0.740
C -0.2924 -0.0238 -5.5409 -0.020 -0.781 0.718
H -0.5448 -3.4421 -4.4955 -0.355 0.546 -0.398
C -2.8735 -0.9278 -1.4365 2.405 1.050 -0.598
H 0.2370 0.8078 -6.0305 0.197 -0.067 0.311
C -6.3930 -4.1260 -0.1398 -0.564 -2.404 -0.906
C -4.0622 -1.0644 -2.0471 -1.376 1.143 0.369
H -1.6158 -2.0348 -3.9491 0.482 -0.612 0.062
C 1.4205 -0.2184 -3.0992 0.356 -1.768 -0.031
H -4.3101 -3.8656 -2.8247 -0.503 0.505 0.269
H -0.7632 4.8672 1.2029 0.823 -0.128 0.511
C 5.6508 4.7991 1.5845 -1.700 1.493 0.998
C 1.1204 -4.9011 4.0197 1.966 -0.009 -1.906
H 2.5108 -0.1808 -3.0407 -0.052 -0.349 0.065
C 3.4650 2.7494 7.2960 -0.789 -0.986 0.575
H 1.3156 -5.3263 3.0421 0.133 -0.681 -0.313
C -4.7540 0.1506 -2.5867 1.863 -2.252 2.598
C -2.3116 1.0269 -7.2676 -1.243 2.059 -0.610
H 0.5822 7.5358 4.1758 0.532 -0.433 0.268
H 1.0950 0.7826 -3.0984 -0.646 1.331 0.021
H 4.1932 -5.7588 5.4275 -0.387 0.172 0.146
C 2.2120 2.0502 7.3229 1.941 1.571 -1.540
H 1.3379 -1.4972 4.5555 -0.655 0.289 0.349
C -0.6025 -2.4911 -3.9405 0.090 -0.601 1.101
H -1.0791 -2.0590 4.3655 1.073 -0.285 -0.677
C 5.4025 3.8146 2.5742 0.335 -0.205 -1.077
H 8.3932 2.2751 2.3085 -0.139 -0.064 -0.072
N -1.9678 0.2233 -1.6220 -1.364 -0.816 0.018
H 1.3664 -3.0483 2.7913 -0.739 -0.183 -0.286
H -0.0868 -1.8595 -8.6063 -0.521 -0.276 0.377
Si 0.6695 -1.2173 -4.5173 0.376 0.486 -0.989
H -5.3340 3.2750 -2.5705 -0.215 1.620 -0.083
C -5.6440 1.5088 -3.8981 -0.767 1.349 -0.386
H -1.0960 6.7964 2.7033 -0.419 0.060 0.016
C 1.5226 1.9875 6.1245 1.532 1.245 0.393
H 0.0093 -0.1800 -8.8043 -0.680 -0.193 0.666
C 0.8044 6.6103 3.6331 1.217 0.835 -0.163
H 1.8825 1.5552 8.1901 -0.460 -0.329 1.038
C -6.2460 -2.8831 0.3399 -0.658 3.099 1.267
C 2.0266 2.5977 4.9766 -0.404 -1.216 1.786
H -2.6242 -2.7622 -0.2749 -0.227 -0.708 0.383
N -8.0959 -5.5836 1.1947 -1.230 -1.080 0.658
C 2.2659 4.8214 2.8450 2.164 0.681 1.804
C 7.6144 3.0046 2.1087 1.612 0.219 -0.662
C -2.2081 -1.8248 -0.5387 1.641 0.326 0.727
H -3.5767 -1.6360 -7.3435 0.806 -0.184 0.869
C -4.8887 -2.1943 -1.5445 -0.175 -0.365 -1.100
C -1.0125 -1.2933 -0.1084 -1.353 1.831 -0.668
H 4.0125 2.9077 8.2279 -0.060 -0.256 -0.232
C 1.2815 4.4815 2.0069 -2.407 -1.781 -2.456
H 0.6176 1.4999 6.0570 -1.946 -1.051 -0.039
C -4.6239 1.3517 -1.8369 0.907 1.329 -2.065
C -7.3711 -5.0519 0.4983 2.634 1.969 -0.836
C 4.0498 3.1376 6.1027 -0.861 0.047 -0.273
H 4.8180 5.5381 1.3698 0.992 -0.904 0.205
C 6.3818 2.8003 2.7137 -0.302 0.067 0.529
C -0.1893 6.2260 2.7552 0.212 -0.823 -0.359
H 2.8596 6.3059 4.3784 -1.112 -0.394 -1.158
C -5.6119 -1.8996 -0.4281 -0.240 -0.350 1.640
H -3.4213 -1.5798 -5.6048 -0.541 0.358 0.944
N -5.4542 0.1869 -3.7231 0.550 0.723 -0.454
H -3.9460 1.6664 -0.9843 -1.266 -0.973 -1.018
C 1.5177 -3.4451 3.7873 0.877 0.749 1.491
H -1.5250 -0.9262 -9.1359 -0.184 -0.370 -0.527
H 8.8080 4.1656 0.7271 0.675 -0.231 0.017
C 3.3126 3.0744 4.9195 -0.086 0.022 0.710
Sr -1.8707 1.5216 -3.7882 0.743 0.562 -0.054
C 0.0287 5.1334 1.9336 0.018 0.198 -0.569
H 0.9971 -0.7612 -2.2475 0.439 0.282 0.418
H 5.0604 3.4574 6.0715 0.759 0.379 0.047
H -0.8206 -2.4460 5.7897 -0.068 -0.472 0.713
H -6.6587 -2.5606 1.3161 -0.006 -0.381 -0.795
H 1.4652 3.5775 1.3777 -0.447 0.778 0.386
H 1.8270 -5.0866 5.9827 0.598 0.045 0.222
C 2.0536 -2.4196 -5.2116 0.739 0.570 -0.869
Si -1.4777 -0.5468 -6.7773 0.914 -0.096 -0.105
H 1.5863 -3.2323 -5.7554 -0.489 -0.173 -0.313
H 1.8584 -6.6263 5.1899 -0.447 -0.166 -0.177
F -0.1284 2.9115 -3.1764 -1.020 -0.552 -0.219
H -2.5977 -2.8280 -6.4489 0.316 -0.167 -0.057
H -6.1824 1.9021 -4.8124 0.649 -0.499 1.261
H -0.1796 0.7897 -0.7723 0.319 0.304 -0.007
C -0.9711 0.0711 -0.8318 0.081 -2.629 1.107
C 0.9421 -2.4708 4.8738 1.858 -0.806 -2.502
H 1.4376 2.4798 4.1070 -0.487 0.114 -0.938
H 0.0556 -5.0201 4.1183 -0.257 -0.098 0.932
N -0.4765 -2.7167 4.8801 -1.754 1.239 1.326
C -4.9570 -3.5001 -2.0090 1.201 -1.325 -0.261
H 7.0281 5.8240 0.2467 -0.161 -0.969 0.849
C -2.8477 -1.7726 -6.4791 -0.802 -0.279 -1.538
C 2.0661 5.9805 3.6274 0.239 0.071 1.628
H 2.8041 -2.0015 -5.9810 -0.924 -0.320 1.431
H 2.6154 -3.3739 3.8574 -0.246 0.111 0.001



19
Properties=species:S:1:pos:R:3:forces:R:3 method="wB97M-V/def2-TZVPD" e_lumo_ev=1.09 total_energy_ha=-311.040215 smiles="CCC(C=O)CC"
H 0.0445 -0.0943 1.3270 0.035 -0.047 -0.122
H -2.7581 0.2316 0.4810 -0.012 -0.171 0.057
O -0.9191 2.2025 0.6516 0.315 -0.349 -0.387
H -0.7533 -1.9651 -0.3226 -0.005 0.236 0.059
H 1.6576 -1.3212 -0.1461 -0.032 0.031 0.018
H 2.1240 1.6460 0.3972 -0.081 -0.236 -0.162
H -3.2098 -1.4009 -0.0406 0.098 0.067 0.092
H -0.0656 1.7143 -1.1252 -0.166 0.150 0.145
C 0.0008 -0.0047 0.2341 0.210 -0.031 0.074
C 2.4948 0.6646 0.0702 -0.071 -0.099 0.017
C -2.4274 -0.8119 0.4483 0.006 0.039 -0.022
H 3.2457 0.8577 -0.6962 -0.078 -0.098 -0.095
H -1.2785 -0.6599 -1.3722 0.022 -0.067 0.096
C 1.3736 -0.2979 -0.4073 -0.085 -0.164 0.133
H 3.0368 0.2455 0.9280 -0.241 0.028 -0.144
C -0.3578 1.4265 -0.0849 -0.282 0.144 0.105
C -1.1105 -0.9251 -0.3182 0.103 0.066 -0.065
H -2.3269 -1.1676 1.4812 0.017 0.084 -0.199
H 1.2292 -0.3401 -1.5051 0.248 0.418 0.398



14
Properties=species:S:1:pos:R:3:forces:R:3 method="wB97M-V/def2-TZVPD" e_lumo_ev=0.72 total_energy_ha=-684.712741 smiles="C=CN(S)C(C)=O"
C -0.8527 -1.0721 0.2413 1.567 1.630 -1.231
H 1.6952 0.2826 0.2990 -0.417 0.474 0.316
H -2.5801 0.2522 0.0685 0.742 1.999 -0.345
H 1.1910 -1.4360 -0.3302 -0.263 -0.742 0.162
O -2.0057 -1.4403 0.2899 1.175 1.148 0.363
H 2.0238 2.6864 -0.0981 -0.331 -0.179 -0.256
H 0.1315 3.0254 -0.3402 2.191 -2.031 0.570
C 0.8487 0.9725 0.1943 0.721 0.441 -0.852
N -0.3984 0.4455 0.2840 -3.938 -3.965 -0.074
C 0.2775 -2.0139 -0.1324 0.863 0.282 3.955
H 0.3974 -2.7945 0.7411 0.103 1.685 -1.467
C 1.0226 2.2543 -0.1404 -0.920 2.091 0.015
S -1.7767 1.4529 -0.1433 -0.697 -1.956 0.738
H 0.0259 -2.6149 -0.9337 -0.797 -0.877 -1.894



no.,strongest force on any atom (eV Å⁻¹)
1,6.65
2,3.29
3,3.29
4,3.91
5,0.63
6,5.59